The following is a quantum chemistry calculation of a molecular structure, C2H4N2O2, from the Open Molecules 2025 dataset.

Positions of all 10 atoms, in Å:
O: 1.95 -1.38 -0.93
O: 2.50 -1.79 1.13
N: 0.44 -0.28 0.93
N: 1.92 -1.28 0.27
C: -0.19 0.15 -0.05
C: -1.40 0.96 0.00
H: -2.24 0.59 -0.50
H: -1.35 1.95 -0.65
H: 0.07 0.09 -1.20
H: -1.70 0.99 0.98

## Properties
* relative energy (zero: lowest compared OMol25 entry of this formula, charge and spin): 6.717 eV
* HOMO-LUMO gap: 9.689 eV
* E_LUMO: -0.0061 hartree


The following is a quantum chemistry calculation of a molecular structure, C9H23GeNO4RuS2Se2Si, from the Open Molecules 2025 dataset.

Positions of all 44 atoms, in Å:
Ru: 0.42 1.49 -1.72
Se: 0.30 2.44 0.62
Se: 1.59 -0.55 -1.80
Ge: 0.28 -0.01 2.81
S: 1.06 3.59 -2.86
S: -4.00 1.95 -1.79
Si: 0.37 -2.45 -1.93
O: 1.44 2.28 -3.53
O: 1.71 3.47 -1.50
O: -0.40 3.40 -2.57
O: 1.42 4.78 -3.58
N: -1.47 0.78 -1.60
C: 2.07 0.70 3.13
C: 0.35 -2.95 -3.72
C: -2.51 1.31 -1.71
C: 1.30 -3.73 -0.94
C: -0.62 -0.30 4.51
C: -0.77 1.33 1.81
C: -1.10 3.76 0.33
C: 0.36 -1.67 1.82
C: -1.37 -2.26 -1.30
H: 2.38 -3.57 -1.04
H: 2.57 0.89 2.18
H: -1.54 0.86 1.21
H: 1.06 -4.74 -1.27
H: 2.67 -0.01 3.71
H: -0.32 -2.29 -4.28
H: -0.82 4.34 -0.54
H: -1.64 -0.66 4.35
H: 1.08 -2.35 2.28
H: -0.62 -2.15 1.80
H: -1.37 -1.85 -0.30
H: -1.92 -1.56 -1.94
H: -2.04 3.24 0.14
H: 0.01 -3.98 -3.84
H: -0.67 0.62 5.09
H: 1.35 -2.85 -4.15
H: 2.01 1.64 3.67
H: -1.89 -3.22 -1.29
H: -1.23 2.02 2.52
H: 1.05 -3.64 0.12
H: 0.68 -1.46 0.80
H: -1.16 4.38 1.22
H: -0.08 -1.04 5.10

## Properties
* multiplicity: 2
* relative energy (zero: lowest compared OMol25 entry of this formula, charge and spin): 1.495 eV
* total charge: -1
* HOMO-LUMO gap (alpha / beta): 7.240 / 6.689 eV
* E_LUMO (alpha / beta): 0.0783 / 0.0638 hartree


The following is a quantum chemistry calculation of 2 unconnected molecules or ions with the total composition C3H12NOS2, from the Open Molecules 2025 dataset.

Positions of all 19 atoms, in Å:
S: -1.27 -0.27 -1.69
S: 0.24 -1.61 -1.36
O: -2.06 0.30 2.18
N: 0.67 0.79 1.01
C: 0.92 -1.63 0.42
C: -0.70 1.02 -2.91
C: 1.60 -0.37 0.62
H: 1.58 -2.59 0.31
H: -0.13 0.47 -3.70
H: 0.07 1.67 -2.42
H: 0.44 0.72 2.02
H: 2.33 -0.41 1.50
H: 0.97 1.71 0.62
H: 0.20 -1.93 1.14
H: -2.12 0.23 3.13
H: 2.14 -0.04 -0.30
H: -2.95 -0.19 1.85
H: -1.59 1.58 -3.10
H: -0.33 0.58 0.66

## Properties
* relative energy (zero: lowest compared OMol25 entry of this formula, charge and spin): 1.521 eV
* total charge: +1
* HOMO-LUMO gap: 8.799 eV
* E_LUMO: -0.1233 hartree


The following is a quantum chemistry calculation of 6 unconnected molecules or ions with the total composition C32H79Cl2N5, from the Open Molecules 2025 dataset.

Positions of all 118 atoms, in Å:
Cl: -4.45 -35.61 20.25
Cl: -5.06 -36.23 16.98
N: -1.41 -34.24 14.89
N: -6.70 -31.05 22.54
N: -6.89 -37.22 24.47
N: -7.33 -32.43 14.50
N: -8.90 -36.77 18.35
C: -0.62 -33.41 13.85
C: -7.74 -31.45 15.37
C: -0.61 -36.32 14.20
C: -6.31 -29.97 23.53
C: -7.12 -37.81 23.17
C: -1.68 -35.56 14.53
C: -5.84 -38.21 22.44
C: -5.33 -34.05 14.07
C: -9.83 -37.91 16.51
C: -9.99 -36.07 18.97
C: -5.66 -32.05 22.26
C: -1.96 -34.46 17.41
C: -8.64 -38.08 19.06
C: -6.10 -37.95 26.68
C: -4.68 -31.73 21.28
C: -5.70 -34.86 17.91
C: -7.49 -30.63 21.46
C: -9.60 -32.67 13.30
C: -8.84 -35.92 24.41
C: -9.75 -35.66 20.37
C: -7.48 -38.89 18.55
C: -9.12 -36.86 16.89
C: -5.90 -35.22 19.36
C: -1.23 -31.91 14.06
C: -7.41 -29.33 24.25
C: -8.22 -31.79 20.74
C: -7.39 -30.14 15.30
C: -0.97 -34.06 16.32
C: -7.57 -35.99 24.81
C: -7.02 -38.29 25.52
C: -8.03 -32.37 13.18
C: -5.96 -32.54 14.22
H: -0.67 -33.01 16.48
H: -5.60 -29.01 23.03
H: -8.16 -29.80 14.61
H: -6.46 -29.87 15.00
H: -8.86 -31.65 15.58
H: -6.79 -36.02 19.43
H: -7.46 -33.27 12.62
H: -10.02 -38.84 16.95
H: -8.70 -35.45 20.55
H: -2.97 -34.10 17.14
H: -10.05 -32.67 12.25
H: -5.94 -38.81 21.33
H: -10.86 -36.64 18.88
H: -0.72 -34.08 12.94
H: -8.02 -28.73 23.71
H: -2.22 -35.46 13.55
H: -0.93 -36.90 13.43
H: -9.41 -38.67 19.01
H: -7.99 -30.20 24.43
H: -6.15 -34.46 20.16
H: -5.71 -34.45 13.30
H: -8.26 -29.96 21.73
H: -6.71 -29.99 20.96
H: -9.43 -36.50 23.68
H: -6.63 -38.23 18.48
H: -6.57 -39.16 25.19
H: -6.10 -32.92 21.84
H: 0.38 -33.38 14.01
H: -7.01 -28.86 25.08
H: -5.80 -38.69 27.54
H: -7.04 -35.59 25.73
H: -1.48 -34.14 18.49
H: -7.67 -32.33 20.00
H: -7.72 -29.50 16.10
H: -5.09 -37.80 26.41
H: -6.77 -34.72 17.49
H: 0.36 -35.94 13.79
H: -10.20 -35.01 18.69
H: -2.23 -31.72 13.89
H: -5.50 -37.32 22.39
H: -4.18 -34.10 13.98
H: -0.91 -31.40 14.85
H: -9.42 -36.05 25.35
H: -9.51 -38.24 15.49
H: -9.75 -33.62 13.46
H: -5.35 -34.04 17.68
H: -9.08 -34.98 24.18
H: -7.89 -38.53 23.40
H: -7.89 -31.46 12.70
H: -7.35 -39.52 19.30
H: -9.18 -31.31 20.28
H: -5.29 -32.14 15.06
H: -2.44 -36.20 15.14
H: -10.35 -34.70 20.56
H: -8.13 -37.16 16.49
H: -8.17 -38.36 25.77
H: -5.05 -32.41 23.13
H: -5.27 -39.02 23.02
H: -9.90 -36.63 20.99
H: -5.45 -34.48 14.88
H: -4.99 -31.19 20.41
H: -8.35 -37.77 20.13
H: -7.12 -35.34 23.94
H: -0.01 -34.69 16.35
H: -5.53 -32.06 13.34
H: -8.42 -32.47 21.35
H: -7.12 -31.79 16.27
H: -9.31 -35.88 16.51
H: -0.11 -36.71 14.89
H: -10.86 -37.72 16.50
H: -7.76 -37.14 22.54
H: -7.79 -39.34 17.59
H: -10.21 -32.06 14.06
H: -1.96 -35.53 17.57
H: -5.70 -30.47 24.33
H: -0.51 -31.26 13.25
H: -3.89 -31.22 21.62
H: -4.41 -32.69 20.89
H: -6.51 -37.09 27.05

## Properties
* relative energy (zero: lowest compared OMol25 entry of this formula, charge and spin): 18.429 eV
* SMILES string: CCN(CC)CC.CCN(CC)CC.CCN(CC)CC.CCN(CC)CC.CCN(CC)CC.ClCCCl
* HOMO-LUMO gap: 8.426 eV
* E_LUMO: 0.0242 hartree


The following is a quantum chemistry calculation of a molecular structure, C12H15MnN3O6, from the Open Molecules 2025 dataset.

Positions of all 37 atoms, in Å:
Mn: 0.68 0.23 0.37
O: 1.54 -2.56 3.03
O: 2.97 0.28 1.24
O: 0.24 -1.07 1.98
O: -0.63 -1.62 -3.00
O: -0.04 -0.06 -1.48
O: -4.89 3.03 -1.57
N: -3.31 1.60 -2.54
N: 1.79 -1.76 -0.33
N: -0.94 1.79 0.67
C: 3.24 -1.59 -0.24
C: 1.00 -2.12 2.04
C: 1.22 -2.76 0.60
C: -3.77 2.45 -1.52
C: -1.52 2.01 1.86
C: -1.59 2.12 -0.44
C: 0.12 -1.20 -2.12
C: -3.40 3.13 0.83
C: 1.38 -2.02 -1.72
C: -2.85 2.68 -0.39
C: 3.71 -0.92 1.03
C: -2.71 2.73 1.99
H: -3.12 2.89 3.01
H: -1.06 1.56 2.73
H: 3.01 0.54 2.18
H: -1.04 1.98 -1.40
H: -2.62 0.91 -2.28
H: 3.56 -1.01 -1.12
H: -4.32 3.71 0.82
H: 2.15 -1.62 -2.38
H: -4.04 1.31 -3.22
H: 4.77 -0.73 0.86
H: 3.62 -1.59 1.90
H: 3.68 -2.61 -0.31
H: 1.15 -3.05 -1.97
H: 1.83 -3.68 0.66
H: 0.20 -2.98 0.21

## Properties
* multiplicity: 6
* relative energy (zero: lowest compared OMol25 entry of this formula, charge and spin): 0.000 eV
* HOMO-LUMO gap (alpha / beta): 8.286 / 8.802 eV
* E_LUMO (alpha / beta): -0.0187 / -0.0211 hartree


The following is a quantum chemistry calculation of a molecular structure, C32H31N4O9S5Tl, from the Open Molecules 2025 dataset.

Positions of all 82 atoms, in Å:
Tl: -0.83 -0.63 -0.45
S: -3.35 0.47 -1.35
S: 0.07 2.33 0.96
S: -0.84 -3.34 -0.71
S: -0.35 0.37 -3.26
S: -1.04 -1.22 2.79
O: -2.30 1.18 -0.58
O: 0.01 1.07 -2.01
O: -0.59 -1.05 -2.89
O: 0.57 0.57 -4.34
O: -4.70 0.78 -0.99
O: -2.31 -0.76 2.31
O: -0.13 2.18 2.42
O: -0.41 -0.69 3.97
O: -2.98 -0.96 -1.29
N: 1.71 -0.46 0.24
N: 1.50 -3.00 -1.91
N: 1.57 -3.99 0.16
N: -0.04 -1.06 1.50
C: 3.83 3.60 1.69
C: -1.15 -2.97 2.96
C: 2.97 -0.09 0.01
C: -1.92 5.84 1.01
C: 2.29 3.00 -0.55
C: -0.09 -5.06 3.46
C: 3.90 0.00 1.02
C: -1.23 4.70 1.41
C: -1.94 1.52 -5.08
C: -0.78 3.82 0.43
C: 1.30 -0.72 1.49
C: 2.18 -0.65 2.57
C: -0.04 -3.68 3.41
C: -1.71 5.18 -1.29
C: -3.14 1.02 -3.05
C: -2.35 -5.02 2.68
C: 3.49 -0.29 2.31
C: 2.94 -3.01 -2.08
C: -4.28 1.54 -3.63
C: -1.94 1.01 -3.79
C: 4.37 3.70 0.42
C: -2.31 -3.63 2.60
C: -1.29 -7.25 3.18
C: -1.03 4.04 -0.91
C: 2.51 3.20 1.85
C: 1.75 2.92 0.73
C: -2.15 6.08 -0.33
C: -3.10 2.04 -5.65
C: -4.28 2.04 -4.92
C: 0.87 -3.43 -0.83
C: 3.61 3.40 -0.70
C: -1.25 -5.75 3.10
H: 1.07 -4.20 1.01
H: -3.07 2.43 -6.66
H: -1.16 -7.59 4.21
H: 2.05 3.09 2.83
H: -3.16 -3.06 2.25
H: 0.91 -2.53 -2.60
H: -2.29 6.53 1.76
H: -2.70 6.97 -0.63
H: -0.49 -7.70 2.59
H: 3.43 -2.39 -1.32
H: -5.19 2.44 -5.35
H: 4.19 -0.20 3.14
H: 0.86 -3.15 3.71
H: 4.91 0.33 0.80
H: -1.06 4.46 2.45
H: -5.19 1.55 -3.05
H: 0.78 -5.62 3.81
H: 4.43 3.83 2.56
H: -1.91 5.36 -2.34
H: 3.17 -2.60 -3.06
H: 3.33 -4.03 -2.03
H: 1.83 -0.83 3.57
H: -2.24 -7.64 2.82
H: -0.72 3.30 -1.65
H: 1.69 2.73 -1.41
H: 3.21 0.16 -1.01
H: 2.58 -3.99 0.17
H: -3.25 -5.54 2.39
H: -1.02 1.51 -5.65
H: 5.40 4.01 0.30
H: 4.04 3.47 -1.69

## Properties
* relative energy (zero: lowest compared OMol25 entry of this formula, charge and spin): 0.000 eV
* HOMO-LUMO gap: 7.668 eV
* E_LUMO: -0.0331 hartree


The following is a quantum chemistry calculation of a molecular structure, C42H41As2N3O5TeZn, from the Open Molecules 2025 dataset.

Positions of all 95 atoms, in Å:
Te: 3.50 1.96 0.42
As: -1.85 -0.28 2.05
As: -0.88 -2.16 -1.72
Zn: 0.58 2.39 0.20
O: 0.55 1.17 2.87
O: -4.11 3.25 -1.04
O: 1.02 4.07 -1.04
O: 0.98 3.74 -3.19
O: 0.58 2.11 -1.81
N: -1.77 3.19 0.15
N: 0.86 3.35 -2.07
N: 0.17 2.29 2.07
C: 3.60 0.04 4.31
C: 4.15 0.64 -1.09
C: -3.86 4.59 1.15
C: -0.40 -0.78 0.81
C: 5.77 -0.96 -1.86
C: 0.75 -0.90 -6.00
C: 2.98 -3.65 -0.76
C: 0.85 -2.22 -5.57
C: -5.62 -2.36 0.01
C: -3.67 -0.99 -0.26
C: 0.41 -2.57 -4.31
C: -0.13 -1.62 -3.45
C: 2.69 -4.80 -0.05
C: -4.51 3.52 0.29
C: -1.19 2.71 2.41
C: 0.34 -4.40 -0.37
C: 5.08 -1.08 -3.05
C: -0.23 -0.30 -3.89
C: -2.64 4.73 1.68
C: 3.46 0.53 1.96
C: -3.40 -1.06 1.11
C: -4.26 -1.81 1.91
C: 5.31 -0.09 -0.88
C: 3.09 -0.79 1.71
C: -4.77 -1.63 -0.80
C: -2.56 2.25 0.55
C: -3.59 1.73 2.81
C: -5.36 -2.45 1.37
C: 0.62 -3.24 -1.09
C: 2.98 -1.69 2.76
C: -2.33 1.72 1.94
C: 3.73 0.94 3.26
C: 1.95 -2.87 -1.28
C: -0.39 -0.53 -0.71
C: 3.93 -0.34 -3.27
C: 1.37 -5.18 0.15
C: 3.22 -1.27 4.06
C: 3.45 0.52 -2.28
C: -3.89 2.23 -0.10
C: -1.28 3.10 3.88
C: -1.43 3.87 1.42
C: 0.21 0.06 -5.16
H: -0.54 4.50 1.34
H: -2.24 3.56 4.12
H: 4.01 -3.35 -0.92
H: -3.37 1.34 3.81
H: 0.14 1.09 -5.48
H: 0.48 -0.35 1.27
H: -3.02 -0.42 -0.92
H: 6.68 -1.53 -1.69
H: -6.02 -3.02 2.02
H: 0.50 -3.60 -3.98
H: 1.14 -6.08 0.70
H: 2.19 -1.98 -1.84
H: -4.96 -1.57 -1.87
H: -0.32 -1.85 1.03
H: 4.04 1.96 3.46
H: 3.49 -5.41 0.36
H: -1.13 2.23 4.52
H: -0.48 3.82 4.09
H: 1.28 -2.97 -6.22
H: -0.69 -4.70 -0.22
H: -4.50 1.34 -0.18
H: 3.38 -0.44 -4.19
H: -5.59 3.50 0.42
H: 1.15 1.53 3.53
H: -4.00 2.74 2.92
H: 0.61 -0.25 -1.03
H: 5.86 0.01 0.05
H: -4.06 -1.89 2.97
H: -4.37 1.10 2.38
H: 3.80 0.36 5.32
H: 2.53 1.07 -2.45
H: 2.68 -2.71 2.55
H: 3.12 -1.97 4.88
H: -2.50 5.56 2.35
H: -6.48 -2.87 -0.41
H: -4.59 5.34 1.45
H: -1.06 0.28 -1.01
H: 2.88 -1.11 0.70
H: 1.10 -0.63 -6.99
H: -0.63 0.47 -3.24
H: 5.44 -1.76 -3.82

## Properties
* relative energy (zero: lowest compared OMol25 entry of this formula, charge and spin): 0.000 eV
* HOMO-LUMO gap: 8.312 eV
* E_LUMO: 0.0116 hartree


The following is a quantum chemistry calculation of a single C3H7N3OS molecule, from the Open Molecules 2025 dataset.

Positions of all 15 atoms, in Å:
S: 2.48 0.83 -1.52
O: 2.29 -0.89 0.36
N: 0.28 -0.02 -0.58
N: 0.01 -1.19 1.63
N: -1.43 0.60 1.17
C: -0.48 0.44 -1.73
C: 1.65 -0.09 -0.44
C: -0.46 -0.24 0.93
H: -1.46 -0.13 -1.54
H: -0.56 1.43 -1.95
H: -1.73 1.46 0.61
H: 0.08 -0.07 -2.55
H: -1.86 0.53 2.06
H: -0.47 -1.30 2.63
H: 1.67 -1.37 0.92

## Properties
* relative energy (zero: lowest compared OMol25 entry of this formula, charge and spin): 2.175 eV
* SMILES string: [H]/N=C(\N)N(C)C(O)=S
* HOMO-LUMO gap: 8.140 eV
* E_LUMO: 0.0105 hartree